No. 1
Here is C24H32ClP2Ti as an isolated structure at a distorted geometry from the Open Molecules 2025 dataset. Energies are from wB97M-V/def2-TZVPD.

Calculated values
- lowest unoccupied orbital energy (spin up / spin down) (eV) = -7.82 / -7.58
- 2S+1 = 2
- charge = +2
- gap between HOMO and LUMO (spin up / spin down) (eV) = 6.75 / 6.97

```
60
Properties=species:S:1:pos:R:3:forces:R:3
Ti 0.575 -0.382 0.403 -0.5 1.7 2.3
Cl -0.760 0.977 1.544 0.6 -0.6 -0.6
P 0.254 -0.006 -1.873 -0.7 0.8 -3.5
C -1.116 -0.950 -2.626 0.1 -0.4 0.4
C -0.881 -1.828 -3.692 -0.1 0.4 0.0
C -1.959 -2.325 -4.415 -0.3 -0.1 0.2
C -3.266 -1.991 -4.042 0.3 0.0 0.2
C -3.495 -1.237 -2.886 0.2 -0.1 0.1
C -2.419 -0.738 -2.149 0.0 -0.2 -0.5
C -0.149 1.741 -2.288 -0.2 0.1 0.3
C 0.670 2.741 -1.745 -0.4 0.2 -0.4
C 0.476 4.073 -2.126 0.0 0.0 0.0
C -0.535 4.414 -3.034 0.0 -0.5 0.2
C -1.374 3.415 -3.546 0.2 0.0 0.2
C -1.191 2.082 -3.170 0.4 0.2 0.2
C 1.712 -0.332 -2.931 0.2 0.0 0.5
C 2.839 -0.961 -2.386 -0.2 0.1 -0.6
C 3.938 -1.220 -3.203 0.2 -0.1 0.0
C 3.928 -0.833 -4.544 -0.3 0.2 0.1
C 2.817 -0.159 -5.078 0.1 -0.2 0.5
C 1.710 0.092 -4.267 0.1 -0.1 -0.1
H 1.454 2.479 -1.035 0.0 0.2 -0.1
H 1.114 4.854 -1.710 -0.2 -0.3 -0.1
H -0.683 5.455 -3.324 0.1 -0.3 0.1
H -2.181 3.673 -4.232 0.2 -0.1 0.2
H -1.848 1.317 -3.565 0.0 0.1 0.0
H 0.136 -2.103 -3.965 -0.3 0.2 -0.1
H -1.774 -2.987 -5.257 -0.1 0.1 0.1
H -4.110 -2.353 -4.624 0.2 0.1 0.1
H -4.513 -1.043 -2.555 0.2 0.0 -0.1
H -2.583 -0.164 -1.239 -0.1 0.1 -0.2
H 2.864 -1.253 -1.338 0.0 0.0 -0.3
H 4.816 -1.718 -2.787 -0.2 0.2 -0.2
H 4.800 -1.028 -5.167 -0.2 0.0 0.1
H 2.822 0.173 -6.114 0.0 -0.1 0.2
H 0.843 0.612 -4.677 0.2 -0.1 0.1
H -0.060 -4.563 -4.013 0.9 0.1 0.1
H 0.684 -4.389 -3.919 -0.8 -0.3 -0.1
C -2.188 -2.497 2.852 -0.2 0.2 0.0
C -0.742 -2.834 2.507 0.3 -0.1 0.0
P -0.286 -2.429 0.789 -0.4 -1.0 0.5
C 1.621 -2.665 0.772 -0.4 -0.3 -0.5
C 2.622 -1.512 1.086 0.2 -0.1 0.2
C -1.013 -3.684 -0.265 -0.1 0.1 -0.6
C -0.573 -5.085 0.121 -0.2 -0.3 0.5
H -2.370 -1.414 2.810 0.1 -0.3 0.1
H -2.375 -2.866 3.864 -0.1 0.2 -0.1
H -2.906 -2.987 2.193 0.1 0.0 0.0
H -0.064 -2.290 3.179 0.0 -0.1 -0.2
H -0.534 -3.908 2.621 0.0 0.3 0.1
H 1.677 -3.433 1.558 0.3 0.4 -0.1
H 1.893 -3.170 -0.170 -0.2 0.3 0.2
H 2.862 -1.493 2.159 -0.2 0.4 -0.3
H 3.560 -1.711 0.550 -0.3 0.2 0.2
H 2.376 -0.424 0.755 1.3 -0.9 0.6
H -2.097 -3.524 -0.152 0.2 -0.2 0.0
H -0.783 -3.467 -1.318 0.0 0.1 0.3
H -0.876 -5.324 1.151 0.2 0.0 -0.3
H -1.081 -5.803 -0.514 0.1 -0.1 -0.1
H 0.511 -5.220 0.021 -0.3 0.0 0.0
```
Positions in Å, forces in eV/Å.


No. 2
Here is C24H32I2N3O7PYb as an isolated structure at a distorted geometry from the Open Molecules 2025 dataset. Energies are from wB97M-V/def2-TZVPD.

Calculated values
- lowest unoccupied orbital energy (spin up / spin down) (eV) = -3.22 / -3.44
- 2S+1 = 2
- charge = +1
- gap between HOMO and LUMO (spin up / spin down) (eV) = 6.10 / 5.89

```
70
Properties=species:S:1:pos:R:3:forces:R:3
Yb 0.438 0.312 0.221 -2.2 1.0 1.8
O 4.008 -2.000 0.827 -1.8 0.0 -0.1
C 2.720 -1.652 0.601 1.2 0.8 2.0
O 2.042 -0.954 1.390 1.1 -1.4 -2.0
C 2.312 -2.141 -0.758 0.4 -0.8 0.6
O 1.263 -1.343 -1.136 -0.4 0.8 -0.6
C 0.725 -1.430 -2.480 -1.2 -0.1 0.5
C -0.251 -0.221 -2.489 2.0 2.0 -3.9
O -0.163 0.599 -3.449 -0.3 -2.0 2.0
O -0.904 -0.083 -1.431 -0.6 -0.1 1.3
H 4.264 -1.866 1.750 -0.1 0.3 0.2
H 1.957 -3.185 -0.664 0.6 0.2 -0.1
H 3.226 -2.043 -1.361 -0.4 -0.2 -0.3
H 0.118 -2.331 -2.556 0.2 -0.3 0.0
H 1.507 -1.418 -3.224 0.2 0.3 -0.1
I -3.022 1.044 4.439 0.1 0.1 0.8
C -2.165 2.467 3.215 1.6 -1.9 -2.0
C -2.278 3.850 3.361 -0.9 -0.2 -1.7
C -2.345 4.605 2.191 -0.1 -0.9 0.7
I -2.957 6.497 2.523 -0.4 1.6 -0.2
C -2.080 4.063 0.903 1.1 0.1 0.6
C -2.114 4.766 -0.323 0.2 0.2 -0.1
C -1.391 4.316 -1.412 -1.1 -0.2 0.3
C -0.778 3.075 -1.304 1.1 0.3 0.7
N -0.692 2.405 -0.158 -0.1 -1.0 -1.1
C -1.405 2.807 0.903 -0.4 -0.6 1.6
C -1.504 1.872 2.052 -0.9 3.4 1.1
O -0.993 0.688 2.044 1.1 -0.6 -1.8
H -2.485 4.329 4.308 -0.1 -0.2 0.1
H -2.696 5.676 -0.391 0.2 0.1 0.1
H -1.352 4.835 -2.364 -0.2 0.0 0.2
H -0.255 2.676 -2.153 0.1 -0.3 -0.2
C -4.851 -2.369 2.310 -0.7 0.0 0.2
C -3.632 -1.827 1.546 0.5 0.3 -0.7
P -2.008 -2.698 1.783 -0.8 0.5 -0.4
C -2.009 -3.071 3.613 0.6 -0.3 -0.4
C -0.563 -3.032 4.151 0.3 -0.3 -1.0
C -2.530 -4.279 1.001 0.1 0.2 -0.1
C -1.372 -5.280 1.100 0.5 -0.3 -0.1
H -5.723 -2.521 1.642 0.6 0.1 0.2
H -5.198 -1.629 3.060 0.3 -0.5 -0.2
H -4.687 -3.346 2.820 0.0 0.7 -0.3
H -3.361 -0.804 1.814 -0.5 0.1 0.2
H -3.810 -1.781 0.437 0.2 -0.2 0.9
H -2.492 -4.039 3.793 0.2 0.0 -0.1
H -2.617 -2.354 4.161 0.0 0.3 -0.2
H 0.177 -3.581 3.505 -0.8 0.4 0.4
H -0.527 -3.504 5.109 0.1 -0.1 0.8
H -0.193 -2.004 4.217 -0.2 -0.1 0.1
H -2.817 -4.043 -0.039 0.2 -0.1 0.4
H -3.460 -4.597 1.492 0.4 -0.3 0.0
H -0.760 -5.329 0.151 -0.6 0.1 1.1
H -1.725 -6.286 1.332 0.0 0.0 -0.2
H -0.726 -4.999 1.966 -0.2 -0.3 -0.8
N 2.383 1.655 -0.342 1.0 -0.1 -1.8
C 3.038 1.922 -1.292 -0.9 0.1 0.9
N 3.634 2.333 -2.390 -0.8 -0.9 1.0
C 5.085 2.202 -2.645 -0.4 0.9 -0.9
C 5.310 1.456 -3.980 -0.6 1.9 -0.9
O 4.561 2.133 -5.064 -0.9 -0.8 1.7
C 3.102 1.999 -4.801 1.9 0.2 0.6
C 2.751 2.731 -3.483 -1.1 0.9 -1.5
H 5.494 1.708 -1.777 0.5 -0.1 0.1
H 5.461 3.249 -2.747 0.0 -0.9 0.2
H 4.947 0.443 -3.949 0.2 -0.7 0.2
H 6.370 1.548 -4.272 -0.5 -0.3 0.2
H 2.859 0.916 -4.751 -0.1 0.6 -0.1
H 2.612 2.524 -5.620 -0.1 -0.4 0.0
H 1.671 2.501 -3.259 1.2 0.2 0.1
H 2.854 3.841 -3.669 0.0 -1.1 0.3
```
Positions in Å, forces in eV/Å.


No. 3
Here is a 2-piece molecular cluster, C24H32N2O4 overall at a distorted geometry from the Open Molecules 2025 dataset. Energies are from wB97M-V/def2-TZVPD.

Calculated values
- lowest unoccupied orbital energy (eV) = -0.75
- charge = 0
- gap between HOMO and LUMO (eV) = 5.56
- energy relative to the best compared isomer or geometry (same formula, charge and spin) (kJ/mol) = 515.9

```
62
Properties=species:S:1:pos:R:3:forces:R:3
C -5.894 1.760 -2.922 -0.2 -0.1 -0.1
C -4.635 2.510 -2.576 0.0 -0.2 0.4
O -3.641 1.549 -2.174 -0.5 0.3 -0.5
C -2.516 2.129 -1.675 1.0 -0.2 0.4
C -1.303 1.301 -1.977 -0.9 1.4 1.5
C -1.482 -0.036 -2.572 -0.1 -0.7 -0.6
C -0.108 2.132 -2.132 -0.2 0.2 0.5
C 1.183 1.369 -2.323 0.6 0.2 -0.3
O -0.119 3.358 -2.006 0.6 -1.0 -0.3
O -2.552 3.179 -1.059 -0.2 -0.8 -0.4
H -6.664 2.483 -3.200 0.0 -0.1 0.0
H -5.734 1.084 -3.771 -0.1 0.1 0.2
H -6.265 1.188 -2.063 0.1 0.1 -0.2
H -4.243 3.057 -3.444 -0.1 0.0 0.2
H -4.794 3.206 -1.748 0.0 0.0 -0.2
H -2.469 -0.424 -2.281 0.4 -0.1 -0.1
H -1.461 -0.031 -3.682 0.0 -0.1 0.4
H -0.699 -0.730 -2.220 -0.2 0.1 -0.2
H 1.122 0.578 -3.078 -0.1 0.1 0.2
H 1.972 2.068 -2.612 -0.1 0.0 0.0
H 1.470 0.931 -1.358 -0.3 0.1 -0.3
C 0.465 -2.508 2.740 -0.6 -0.2 0.3
N 1.802 -2.304 2.206 0.5 0.0 -0.4
C 2.246 -1.338 1.363 0.6 -0.9 0.8
C 1.384 -0.233 0.899 -2.2 2.8 -1.9
C 0.028 -0.515 0.469 2.6 -1.5 0.4
C -0.884 0.517 0.371 -0.7 2.0 -0.9
C -2.228 0.320 0.918 -0.9 -0.4 -0.3
C -2.983 1.313 1.581 0.5 -0.2 -0.1
C -4.107 0.961 2.330 0.0 -0.1 -0.2
C -4.550 -0.365 2.372 0.1 0.3 -0.1
C -3.867 -1.334 1.639 0.0 0.1 -0.2
C -2.747 -0.982 0.889 -0.3 -0.2 0.5
O 1.784 0.968 0.902 0.3 -1.7 0.6
N 3.586 -1.531 1.217 -0.7 0.0 0.3
C 4.537 -0.662 0.467 0.2 0.5 -0.2
C 5.921 -1.274 0.502 0.4 -0.3 0.0
C 4.611 0.688 1.162 0.1 0.4 0.2
C 4.089 -0.564 -0.981 -0.1 0.0 -0.3
C 3.958 -2.624 1.968 0.0 0.0 -0.2
C 2.855 -3.114 2.566 -0.1 0.2 0.0
H 0.569 -3.078 3.674 0.0 0.2 -0.3
H -0.021 -1.554 2.966 0.2 -0.2 -0.2
H -0.167 -3.074 2.042 0.3 0.2 0.2
H -0.221 -1.574 0.344 -0.3 0.5 0.3
H -0.533 1.548 0.275 0.1 -0.4 0.8
H -2.650 2.349 1.520 0.0 -0.3 0.1
H -4.638 1.727 2.898 0.1 -0.2 -0.3
H -5.455 -0.619 2.926 0.3 0.0 0.0
H -4.199 -2.368 1.658 -0.1 0.2 -0.1
H -2.247 -1.741 0.289 -0.1 0.1 0.2
H 5.940 -2.284 0.080 0.0 0.1 0.0
H 6.591 -0.650 -0.103 -0.2 -0.1 0.2
H 6.327 -1.297 1.519 0.0 0.0 -0.1
H 3.629 1.157 1.247 0.3 -0.1 -0.1
H 5.039 0.555 2.160 0.0 0.1 0.0
H 5.271 1.348 0.592 0.0 -0.1 0.1
H 3.096 -0.131 -1.085 0.1 0.0 0.0
H 4.791 0.080 -1.523 -0.1 -0.1 0.1
H 4.105 -1.556 -1.447 0.0 0.1 0.0
H 4.971 -2.975 2.029 0.0 0.0 -0.1
H 2.734 -3.943 3.239 0.0 0.0 0.0
```
Positions in Å, forces in eV/Å.


- What is the formula in the third record?
  C24H32N2O4


- The lowest charge belongs to which entry?
  C24H32N2O4


- charge of number 3 (C24H32N2O4)?
  0


- Among the records above, which one has the lowest charge?
  C24H32N2O4